# 1
Formula: C2H4NP
Source: the OMol25 dataset
Level of theory: ωB97M-V/def2-TZVPD

The geometry in XYZ format:
```
8
Properties=species:S:1:pos:R:3:forces:R:3
C -0.524 0.500 -0.080 -2.07 0.12 2.69
C 0.314 -0.692 0.210 0.55 -2.78 -0.45
N 1.549 -0.723 -0.098 -0.10 -0.02 1.30
P -2.278 0.763 0.823 1.73 -0.24 -0.45
H 0.057 1.408 -0.102 0.16 0.31 0.04
H -0.927 0.306 -1.020 -0.53 -0.14 -2.06
H -0.112 -1.787 0.461 0.34 2.74 -0.51
H 1.921 0.225 -0.193 -0.09 0.00 -0.55
```
Positions in Å, forces in eV/Å.

Lowest unoccupied orbital energy (spin up / spin down)   -1.4 / -1.5 eV
HOMO-LUMO gap (spin up / spin down)   0.2674 / 0.2673 hartree
M   73.03 g/mol

# 2
Formula: C2H4NP
Source: the OMol25 dataset
Level of theory: ωB97M-V/def2-TZVPD

The geometry in XYZ format:
```
8
Properties=species:S:1:pos:R:3:forces:R:3
C -1.139 0.292 0.393 -1.11 -1.45 -0.76
C -0.806 1.487 -0.480 -1.07 4.82 1.31
N 0.034 0.486 -0.104 -2.26 -1.56 1.02
P 1.620 0.279 -0.037 3.66 2.10 -1.67
H -0.795 2.306 0.269 0.26 0.20 0.02
H -0.710 2.127 -1.362 -0.88 -1.72 -1.16
H 1.763 1.791 0.067 0.39 -1.46 0.59
H 1.573 0.693 -1.463 0.99 -0.92 0.66
```
Positions in Å, forces in eV/Å.

Lowest unoccupied orbital energy   0.7 eV
HOMO-LUMO gap   0.3646 hartree
M   73.03 g/mol

# 3
Formula: C2H4NPS
Source: the OMol25 dataset
Level of theory: ωB97M-V/def2-TZVPD

The geometry in XYZ format:
```
9
Properties=species:S:1:pos:R:3:forces:R:3
C -0.730 1.230 0.138 4.12 1.29 1.87
C 0.084 -1.380 -0.107 0.94 0.23 -1.29
N 1.349 1.107 -0.021 -2.90 1.21 0.21
P 1.702 -0.370 -0.156 0.25 -1.02 -0.06
S -1.170 -0.323 0.641 -0.55 -0.88 0.44
H -0.678 2.111 0.843 -0.65 -1.41 -0.54
H -0.887 1.508 -0.837 -0.36 0.61 -2.28
H 0.062 -1.800 -1.221 -0.64 0.56 2.53
H 0.268 -2.084 0.720 -0.21 -0.59 -0.89
```
Positions in Å, forces in eV/Å.

Lowest unoccupied orbital energy   0.2 eV
HOMO-LUMO gap   0.3407 hartree
M   105.10 g/mol

# 4
Formula: C2H4NS3
Source: the OMol25 dataset
Level of theory: ωB97M-V/def2-TZVPD

The geometry in XYZ format:
```
10
Properties=species:S:1:pos:R:3:forces:R:3
C -0.403 0.635 -0.578 2.83 -1.01 1.04
C 1.369 0.273 -0.070 -2.27 -0.82 -0.94
N -1.203 -0.277 0.294 0.63 1.02 0.18
S 0.643 1.756 0.321 -0.31 0.95 -0.27
S 1.681 -1.267 0.804 -0.27 0.48 0.19
S 2.730 -0.503 -0.846 -0.37 0.39 -0.34
H -0.784 0.583 -1.616 0.81 0.56 0.67
H -0.510 -1.074 0.497 -1.66 -0.69 -0.99
H -2.173 -0.181 -0.034 0.18 -1.91 -0.48
H -1.351 0.054 1.230 0.42 1.03 0.94
```
Positions in Å, forces in eV/Å.

Lowest unoccupied orbital energy   -4.7 eV
Charge   +1
HOMO-LUMO gap   0.3088 hartree
M   138.26 g/mol
SMILES   [NH3+][C@H]1SC12SS2

# 5
Formula: C2H4O2
Source: the OMol25 dataset
Level of theory: ωB97M-V/def2-TZVPD

The geometry in XYZ format:
```
8
Properties=species:S:1:pos:R:3:forces:R:3
C 0.170 -0.352 0.331 -2.48 -5.36 2.90
C 0.257 0.845 -0.410 -0.33 2.27 -4.54
O -1.228 -2.366 0.721 1.26 1.04 0.53
O -0.875 -1.153 0.187 1.81 2.54 -1.42
H 0.848 -0.585 1.191 -0.41 -0.01 -0.93
H 1.312 1.194 -0.569 -0.89 -0.44 0.46
H -0.290 1.644 0.112 0.12 -0.04 -0.20
H -0.195 0.773 -1.562 0.91 -0.01 3.21
```
Positions in Å, forces in eV/Å.

Lowest unoccupied orbital energy (spin up / spin down)   -0.4 / -0.4 eV
HOMO-LUMO gap (spin up / spin down)   0.3191 / 0.3190 hartree
M   60.05 g/mol

# 6
Formula: C2H4O2
Source: the OMol25 dataset
Level of theory: ωB97M-V/def2-TZVPD

The geometry in XYZ format:
```
8
Properties=species:S:1:pos:R:3:forces:R:3
O -4.193 1.372 0.846 0.85 1.69 1.41
C -3.678 2.138 1.654 -0.71 -1.60 -0.85
H -4.113 3.129 1.926 0.12 -0.37 -0.31
H -2.765 1.820 2.211 -0.26 0.28 -0.24
O 2.558 -2.507 -1.666 0.44 0.45 0.43
C 3.691 -2.098 -1.647 -0.09 -0.55 -0.57
H 4.146 -1.512 -0.813 -0.38 -0.17 -0.21
H 4.354 -2.342 -2.511 0.03 0.27 0.35
```
Positions in Å, forces in eV/Å.

Lowest unoccupied orbital energy   0.8 eV
HOMO-LUMO gap   0.4058 hartree
M   60.05 g/mol
SMILES   C=O.C=O

# 7
Formula: C2H4O2P
Source: the OMol25 dataset
Level of theory: ωB97M-V/def2-TZVPD

The geometry in XYZ format:
```
9
Properties=species:S:1:pos:R:3:forces:R:3
C 1.166 0.063 0.027 0.95 3.52 -0.79
C -0.144 0.789 -0.381 2.72 1.04 -0.45
O -1.960 -1.877 -0.031 0.08 -1.68 -1.02
O -1.207 0.513 0.151 -1.36 0.15 0.38
P -2.247 -0.883 0.936 0.14 1.42 0.76
H 2.081 0.441 -0.568 -1.73 -0.85 0.58
H 0.994 -0.958 -0.048 -0.14 -2.10 -0.44
H -0.159 1.668 -1.163 0.10 -1.70 1.36
H 1.476 0.245 1.078 -0.75 0.21 -0.37
```
Positions in Å, forces in eV/Å.

Lowest unoccupied orbital energy   -6.3 eV
Charge   +1
HOMO-LUMO gap   0.3862 hartree
M   91.03 g/mol

# 8
Formula: C2H4O2S
Source: the OMol25 dataset
Level of theory: ωB97M-V/def2-TZVPD

The geometry in XYZ format:
```
9
Properties=species:S:1:pos:R:3:forces:R:3
C -0.398 0.708 -0.724 1.07 1.00 -0.08
C -0.739 -0.670 -0.628 -0.51 -1.11 2.43
O 1.308 -0.142 1.565 2.15 -2.29 -3.10
O 1.773 0.648 0.488 -1.53 -0.67 0.22
S -0.548 2.178 -1.141 -0.25 -0.20 0.06
H -0.049 -1.094 0.152 -0.58 0.17 -0.37
H -0.487 -1.187 -1.523 0.04 -0.30 -1.00
H -1.800 -0.923 -0.293 1.21 0.63 -0.66
H 0.940 0.480 2.104 -1.60 2.77 2.49
```
Positions in Å, forces in eV/Å.

Lowest unoccupied orbital energy (spin up / spin down)   -0.6 / -0.4 eV
HOMO-LUMO gap (spin up / spin down)   0.2416 / 0.3350 hartree
M   92.12 g/mol

# 9
Formula: C2H4O2S
Source: the OMol25 dataset
Level of theory: ωB97M-V/def2-TZVPD

The geometry in XYZ format:
```
9
Properties=species:S:1:pos:R:3:forces:R:3
C -0.236 -0.785 0.170 -1.23 -0.35 4.09
C 0.979 0.085 -0.080 1.68 -9.70 -0.63
H -0.986 1.074 -1.470 -2.27 -2.40 2.51
H -0.120 -1.788 -0.205 -0.01 -0.14 -0.12
H -0.427 -0.808 1.435 1.10 -0.47 -3.32
H -0.192 1.438 0.667 3.12 -0.93 -2.73
O 0.748 1.248 0.066 -2.96 9.81 3.37
O 2.031 -0.485 -0.373 -1.12 1.56 0.10
S -1.796 0.021 -0.210 1.69 2.61 -3.28
```
Positions in Å, forces in eV/Å.

Lowest unoccupied orbital energy   -0.7 eV
HOMO-LUMO gap   0.3410 hartree
M   92.12 g/mol

# 10
Formula: C2H4O2S
Source: the OMol25 dataset
Level of theory: ωB97M-V/def2-TZVPD

The geometry in XYZ format:
```
9
Properties=species:S:1:pos:R:3:forces:R:3
C 0.256 0.658 -0.472 0.35 -5.43 2.74
C -0.586 -0.479 -1.041 1.84 -0.05 4.47
O 1.431 1.201 2.071 0.42 1.30 0.70
O 0.888 -1.157 1.800 -0.83 0.62 -0.51
S 0.534 0.233 1.544 0.62 -1.03 -2.20
H -0.098 1.595 -0.489 -1.30 3.68 -0.39
H -0.652 -0.215 -2.010 0.41 -0.22 -4.03
H -1.620 -0.382 -0.779 -0.77 -0.04 0.75
H -0.152 -1.455 -0.623 -0.74 1.17 -1.53
```
Positions in Å, forces in eV/Å.

Lowest unoccupied orbital energy (spin up / spin down)   -1.6 / -2.0 eV
HOMO-LUMO gap (spin up / spin down)   0.2842 / 0.2939 hartree
M   92.12 g/mol
SMILES   CC=S(=O)=O

# 11
Formula: C2H4O2S
Source: the OMol25 dataset
Level of theory: ωB97M-V/def2-TZVPD

The geometry in XYZ format:
```
9
Properties=species:S:1:pos:R:3:forces:R:3
C 0.053 0.808 0.136 2.00 2.72 1.12
C 0.640 -0.338 -0.585 1.00 -3.69 0.80
H -2.179 -0.708 0.251 2.28 2.70 1.38
H 0.667 1.200 1.092 -0.31 -1.21 -2.16
H 0.070 1.774 -0.444 -0.57 -1.22 -0.03
H 2.578 0.615 -0.565 -3.92 -2.38 -3.82
O 1.664 0.013 -1.444 3.32 1.79 3.94
O 0.308 -1.525 -0.377 0.98 3.91 -1.41
S -1.316 0.400 1.058 -4.78 -2.62 0.18
```
Positions in Å, forces in eV/Å.

Lowest unoccupied orbital energy   -1.2 eV
HOMO-LUMO gap   0.2931 hartree
M   92.12 g/mol

# 12
Formula: C2H4O2S
Source: the OMol25 dataset
Level of theory: ωB97M-V/def2-TZVPD

The geometry in XYZ format:
```
9
Properties=species:S:1:pos:R:3:forces:R:3
C -0.586 0.480 -0.061 0.00 0.55 1.03
C 0.935 0.564 -0.083 -0.35 -0.29 -0.20
H -1.236 -1.375 0.561 0.25 1.70 -0.80
H -0.868 0.905 0.902 0.00 0.52 -0.03
H -0.952 1.103 -0.877 0.07 0.14 0.11
H 0.624 -1.638 -0.061 1.47 0.32 -0.23
O -1.188 -0.740 -0.205 -0.91 -2.91 -0.01
O 1.429 1.648 -0.084 0.66 0.69 0.02
S 1.842 -0.946 -0.093 -1.19 -0.73 0.13
```
Positions in Å, forces in eV/Å.

Lowest unoccupied orbital energy   0.4 eV
HOMO-LUMO gap   0.3750 hartree
M   92.12 g/mol
SMILES   O=C(S)CO

# 13
Formula: C2H4O2S
Source: the OMol25 dataset
Level of theory: ωB97M-V/def2-TZVPD

The geometry in XYZ format:
```
9
Properties=species:S:1:pos:R:3:forces:R:3
C -1.452 0.075 0.259 5.33 2.58 -1.81
C 0.526 0.126 0.061 -3.35 -2.05 -2.62
O -3.210 0.483 2.086 -0.98 0.58 0.64
O -1.011 -0.370 2.840 -0.08 0.36 -0.34
S -1.835 0.247 1.839 0.48 -1.05 -1.22
H -1.563 0.926 -0.542 -1.09 -1.82 1.96
H 0.720 -0.521 -0.913 -0.70 1.56 1.81
H 0.902 -0.507 0.839 0.43 0.60 0.81
H 0.796 1.179 -0.141 -0.04 -0.78 0.77
```
Positions in Å, forces in eV/Å.

Lowest unoccupied orbital energy (spin up / spin down)   -0.8 / -0.8 eV
HOMO-LUMO gap (spin up / spin down)   0.3429 / 0.3429 hartree
M   92.12 g/mol

# 14
Formula: C2H4O2S
Source: the OMol25 dataset
Level of theory: ωB97M-V/def2-TZVPD

The geometry in XYZ format:
```
9
Properties=species:S:1:pos:R:3:forces:R:3
C 1.201 -1.568 -0.882 -2.59 1.04 -1.14
C 1.785 -0.379 -0.398 1.39 1.08 -1.44
O 0.911 -0.853 0.401 -0.97 -0.90 1.51
O -0.849 1.270 0.767 0.06 -1.43 -0.66
S 2.803 0.811 -0.603 0.45 0.81 0.21
H 0.329 -1.539 -1.568 0.83 -0.01 0.43
H 1.726 -2.439 -0.777 1.06 -2.24 0.36
H -1.100 2.109 1.133 0.72 0.61 0.18
H 0.106 1.096 0.644 -0.96 1.05 0.55
```
Positions in Å, forces in eV/Å.

Lowest unoccupied orbital energy   0.4 eV
HOMO-LUMO gap   0.3566 hartree
M   92.12 g/mol
SMILES   S=C1CO1.O

# 15
Formula: C2H4O2S
Source: the OMol25 dataset
Level of theory: ωB97M-V/def2-TZVPD

The geometry in XYZ format:
```
9
Properties=species:S:1:pos:R:3:forces:R:3
C -0.158 0.772 -0.083 -3.35 2.26 -1.20
C -1.217 -0.288 -0.064 0.71 0.64 2.77
O 3.280 -0.650 0.039 1.79 0.28 -0.76
O 1.180 0.684 -0.052 1.51 -0.31 -0.22
S 1.929 -0.700 0.495 -2.28 -0.18 0.86
H -0.597 1.756 -0.471 1.57 -1.19 0.68
H -1.309 -0.559 1.042 -0.37 -0.06 -1.13
H -0.937 -1.193 -0.544 -0.16 -0.84 -0.88
H -2.172 0.179 -0.362 0.57 -0.59 -0.11
```
Positions in Å, forces in eV/Å.

Lowest unoccupied orbital energy (spin up / spin down)   0.8 / -1.1 eV
Spin multiplicity   3
HOMO-LUMO gap (spin up / spin down)   0.2913 / 0.3744 hartree
M   92.12 g/mol

# 16
Formula: C2H4O2Si
Source: the OMol25 dataset
Level of theory: ωB97M-V/def2-TZVPD

The geometry in XYZ format:
```
9
Properties=species:S:1:pos:R:3:forces:R:3
C 1.861 0.203 -0.456 -2.19 -0.44 -0.95
C 1.178 0.657 0.651 -0.93 -3.14 -1.65
O -2.219 0.227 -0.202 0.40 -0.34 0.12
O -0.235 -2.248 -0.114 -1.11 -0.57 -0.16
Si 0.449 -0.911 -0.071 3.60 3.26 1.17
H 2.374 0.728 -1.273 0.52 -0.14 0.79
H 1.144 1.589 1.113 0.16 1.47 0.86
H -2.656 0.471 0.658 0.92 -1.25 -1.20
H -1.896 -0.717 -0.306 -1.38 1.16 1.02
```
Positions in Å, forces in eV/Å.

Lowest unoccupied orbital energy   -0.2 eV
HOMO-LUMO gap   0.3521 hartree
M   88.14 g/mol
SMILES   O=[si]1cc1.O

# 17
Formula: C2H4O2Sn
Source: the OMol25 dataset
Level of theory: ωB97M-V/def2-TZVPD

The geometry in XYZ format:
```
9
Properties=species:S:1:pos:R:3:forces:R:3
Sn 3.919 -1.003 -1.267 -2.80 0.18 0.90
O -2.073 -0.716 -0.655 1.90 1.18 1.21
C -1.210 0.256 -0.106 -0.50 -0.79 -0.28
C 0.295 -0.046 0.370 -0.10 0.29 -0.58
O 1.063 -0.928 -0.394 1.59 -0.19 -0.44
H -1.612 0.705 0.802 -0.60 -0.45 0.65
H -1.448 1.138 -0.701 0.85 0.22 -0.97
H 0.195 -0.273 1.431 0.08 -1.28 0.15
H 0.870 0.868 0.519 -0.41 0.85 -0.65
```
Positions in Å, forces in eV/Å.

Lowest unoccupied orbital energy (spin up / spin down)   -7.8 / -7.8 eV
Charge   +1
Spin multiplicity   2
HOMO-LUMO gap (spin up / spin down)   0.1834 / 0.1740 hartree
M   178.76 g/mol

# 18
Formula: C2H4O3
Source: the OMol25 dataset
Level of theory: ωB97M-V/def2-TZVPD

The geometry in XYZ format:
```
9
Properties=species:S:1:pos:R:3:forces:R:3
C 1.847 0.012 -0.367 1.80 3.26 4.76
C -0.282 -0.499 0.249 -1.10 -0.35 -0.56
O 0.699 -0.418 -0.630 -2.54 -1.23 -1.65
O -2.312 0.561 -0.189 -1.12 -0.25 1.39
O -1.509 -0.706 -0.203 1.25 -1.04 -0.04
H 2.543 0.004 -1.109 1.71 -0.17 -1.90
H 2.001 0.716 0.603 -0.37 -1.91 -2.29
H -0.100 0.103 1.087 -0.14 0.61 1.52
H -2.887 0.227 0.560 0.51 1.08 -1.24
```
Positions in Å, forces in eV/Å.

Lowest unoccupied orbital energy (spin up / spin down)   -0.1 / 0.4 eV
HOMO-LUMO gap (spin up / spin down)   0.2830 / 0.3118 hartree
M   76.05 g/mol

# 19
Formula: C2H4O3
Source: the OMol25 dataset
Level of theory: ωB97M-V/def2-TZVPD

The geometry in XYZ format:
```
9
Properties=species:S:1:pos:R:3:forces:R:3
C 0.555 0.193 0.622 1.64 -0.42 3.65
C -0.832 -1.617 0.044 -1.27 -1.52 -0.19
O 1.782 -0.373 1.127 -1.36 -1.22 0.64
O 1.675 0.813 0.323 0.42 2.00 -2.39
O -0.297 -0.442 -0.093 0.28 0.97 -1.78
H -0.228 2.377 -1.027 -0.18 0.84 -0.28
H -0.489 -2.409 0.702 0.30 0.56 0.05
H -1.794 -1.636 -0.442 0.00 -0.39 0.04
H -0.372 3.094 -1.257 0.16 -0.81 0.26
```
Positions in Å, forces in eV/Å.

Lowest unoccupied orbital energy (spin up / spin down)   -0.2 / 0.0 eV
HOMO-LUMO gap (spin up / spin down)   0.3081 / 0.3333 hartree
M   76.05 g/mol

# 20
Formula: C2H4O3
Source: the OMol25 dataset
Level of theory: ωB97M-V/def2-TZVPD

The geometry in XYZ format:
```
9
Properties=species:S:1:pos:R:3:forces:R:3
C 2.236 -0.162 -0.069 0.25 0.43 0.46
C -1.128 0.512 0.101 1.12 -1.51 -1.79
O 1.703 -1.150 -0.176 -1.85 -3.44 -0.70
O 2.770 0.818 0.110 1.60 2.99 0.23
O -1.487 -0.877 0.163 -0.98 -0.41 1.43
H -0.542 0.543 -0.840 0.16 0.88 0.56
H -0.570 1.016 0.952 -0.94 -0.96 -0.73
H -2.095 0.892 -0.175 -0.14 1.14 0.53
H -0.888 -1.593 -0.065 0.78 0.87 0.00
```
Positions in Å, forces in eV/Å.

Lowest unoccupied orbital energy   0.5 eV
HOMO-LUMO gap   0.3996 hartree
M   76.05 g/mol
SMILES   O=C=O.CO

Respective energy above the lowest of the compared OMol25 structures with the same formula, charge and spin values: 2.7144; 4.5382; 2.9450; 1.7394; 6.1428; 2.5015; 1.1353; 6.6597; 3.3951; 4.6569; 4.0211; 0.9059; 4.9282; 2.5320; 1.2158; 3.2461; 5.1225; 7.3066; 9.2465; 0.5666 eV.